This record from the Open Molecules 2025 dataset describes a 2-piece molecular cluster, C3H11NOS2 overall. The level of theory is wB97M-V/def2-TZVPD.

Each line ends with the Mulliken charge.
Atoms and positions in Å:
S: -2.24088 0.75842 -0.02988  -0.26
S: -1.11011 -0.93542 0.39231  -0.07
C: -0.29731 -1.06999 -1.27258  -0.96
C: 1.01299 -0.26545 -1.28698  -0.28
N: 1.95626 -0.79558 -0.31962  -0.39
C: 3.17364 0.01547 -0.30568  -0.79
H: -2.48391 1.20647 1.21320  0.18
H: -0.01844 -2.12084 -1.24782  0.36
H: -1.00276 -0.72994 -2.01851  0.44
H: 0.74769 0.77682 -1.02999  0.22
H: 1.43297 -0.21967 -2.29164  0.45
H: 1.47803 -0.83733 0.56286  0.29
H: 3.47113 0.07888 -1.35308  0.32
H: 3.95587 -0.46766 0.26653  0.32
H: 3.01600 1.03620 0.06540  0.21
H: 1.17924 2.45658 1.60112  0.31
H: 0.11823 1.56630 1.19708  0.24
O: 0.63263 1.76270 1.96933  -0.58

## Properties
- SMILES string: CNCCSS.O
- M: 141.261 g/mol
- Total charge: 0
- LUMO level: 0.38 eV
- Maximum force: 1.9 eV/Å
- E_tot: -1047.24405 Eh
- Energy above the lowest of the compared OMol25 structures with the same formula, charge and spin: 61.2 kJ/mol